Record 1
The following is a quantum chemistry calculation of a single C26H33N3O3 molecule, from the OMol25 dataset.

Properties
- ΔE to the lowest compared entry with this formula, charge and spin (kcal/mol) = 9.52
- SMILES string = O=C(C[C@H]1C(=O)NCCN1CC(c1ccccc1)c1ccccc1)NCC1CCOCC1
- total charge = 0
- maximum force (eV/Å) = 0.6

Last column: natural (NBO) charge in e.
Cartesian coordinates (Å):
O -2.526 0.296 -1.537  -0.65
C -1.576 0.010 -2.241  0.69
C -0.694 -1.204 -1.979  -0.51
C 0.656 -0.817 -1.353  -0.13
C 1.560 -0.185 -2.416  0.69
O 1.443 -0.447 -3.604  -0.67
N 2.533 0.625 -1.981  -0.60
C 2.644 1.188 -0.654  -0.22
C 1.874 0.319 0.333  -0.23
N 0.553 0.063 -0.202  -0.46
C -0.445 -0.279 0.795  -0.22
C -0.271 -1.642 1.501  -0.32
C 0.820 -1.624 2.546  0.10
C 1.921 -2.464 2.439  -0.25
C 2.917 -2.456 3.399  -0.21
C 2.822 -1.609 4.489  -0.21
C 1.721 -0.778 4.615  -0.21
C 0.727 -0.789 3.654  -0.24
C -1.542 -2.121 2.167  -0.02
C -1.717 -3.487 2.357  -0.15
C -2.838 -3.979 2.998  -0.22
C -3.808 -3.107 3.463  -0.22
C -3.644 -1.746 3.280  -0.20
C -2.519 -1.255 2.640  -0.22
N -1.218 0.717 -3.330  -0.64
C -1.779 2.014 -3.616  -0.22
C -0.916 3.167 -3.075  -0.22
C -0.736 3.062 -1.559  -0.45
C 0.181 4.180 -1.068  -0.06
O 1.441 4.139 -1.707  -0.54
C 1.315 4.306 -3.101  -0.06
C 0.464 3.206 -3.738  -0.44
H -0.481 -1.712 -2.922  0.26
H -1.234 -1.885 -1.321  0.23
H 1.176 -1.765 -1.087  0.19
H 3.109 1.042 -2.701  0.41
H 3.701 1.233 -0.374  0.20
H 2.242 2.208 -0.663  0.22
H 1.783 0.845 1.284  0.22
H 2.435 -0.614 0.513  0.18
H -0.419 0.527 1.532  0.20
H -1.421 -0.252 0.308  0.25
H 0.000 -2.385 0.743  0.21
H 2.004 -3.134 1.593  0.21
H 3.767 -3.116 3.298  0.21
H 3.597 -1.601 5.240  0.21
H 1.634 -0.123 5.469  0.21
H -0.137 -0.151 3.771  0.21
H -0.962 -4.174 1.999  0.20
H -2.956 -5.044 3.134  0.21
H -4.686 -3.487 3.963  0.21
H -4.397 -1.059 3.637  0.21
H -2.418 -0.189 2.503  0.21
H -0.402 0.423 -3.848  0.43
H -2.761 2.045 -3.137  0.23
H -1.900 2.118 -4.698  0.20
H -1.439 4.104 -3.304  0.20
H -1.701 3.128 -1.057  0.22
H -0.288 2.100 -1.301  0.23
H 0.384 4.080 0.000  0.19
H -0.289 5.160 -1.249  0.16
H 2.334 4.293 -3.496  0.19
H 0.866 5.289 -3.315  0.16
H 0.965 2.247 -3.599  0.21
H 0.372 3.396 -4.808  0.21

***

Record 2
The following is a quantum chemistry calculation of a molecular structure, C26H33N3O6S, from the OMol25 dataset.

Properties
- ΔE to the lowest compared entry with this formula, charge and spin (kcal/mol) = 25.36
- total charge = 0
- maximum force (eV/Å) = 1.1

Last column: natural (NBO) charge in e.
Cartesian coordinates (Å):
C 4.981 -0.828 0.350  -0.60
C 4.942 0.331 -0.649  -0.39
C 3.637 0.402 -1.451  -0.40
C 2.634 1.425 -0.870  -0.39
C 1.951 2.297 -1.906  -0.39
C 0.963 3.273 -1.216  -0.39
C -0.485 2.937 -1.594  -0.42
C -0.905 1.583 -1.100  -0.01
C -1.264 0.595 -1.969  -0.19
C -1.624 -0.711 -1.554  -0.14
C -1.630 -1.071 -0.237  -0.08
C -1.985 -2.456 0.171  0.19
C -1.290 -3.096 1.193  -0.23
C -1.628 -4.396 1.501  -0.16
C -2.638 -5.014 0.792  -0.27
C -3.256 -4.300 -0.212  0.04
N -2.953 -3.044 -0.538  -0.42
C -1.287 -0.065 0.719  0.10
N -1.272 -0.181 2.045  -0.63
S -0.849 1.233 2.657  0.92
N -0.664 2.088 1.296  -0.63
C -0.932 1.260 0.295  0.16
H 5.876 -0.734 0.959  0.20
H 4.115 -0.826 1.004  0.20
H 5.048 -1.773 -0.183  0.20
H 5.117 1.252 -0.095  0.19
H 5.798 0.210 -1.309  0.19
H 3.170 -0.577 -1.413  0.20
H 3.870 0.648 -2.481  0.21
H 3.182 2.084 -0.203  0.19
H 1.884 0.873 -0.311  0.19
H 2.679 2.888 -2.453  0.20
H 1.372 1.711 -2.613  0.21
H 1.156 4.287 -1.557  0.20
H 1.066 3.248 -0.138  0.21
H -0.557 2.956 -2.677  0.21
H -1.155 3.680 -1.164  0.22
H -1.245 0.798 -3.029  0.21
H -1.893 -1.469 -2.271  0.24
H -0.502 -2.590 1.715  0.23
H -1.103 -4.920 2.284  0.22
H -2.912 -6.026 1.033  0.22
H -4.041 -4.777 -0.783  0.19
C -2.357 1.488 6.407  -0.63
C -1.596 2.492 7.236  0.06
C -0.659 3.392 6.464  -0.09
O 0.341 3.697 7.445  -0.49
C 0.377 2.670 8.331  0.97
O 1.209 2.522 9.162  -0.57
O -0.677 1.838 8.129  -0.50
H -2.863 0.768 7.049  0.23
H -3.102 1.988 5.788  0.22
H -1.682 0.927 5.759  0.21
H -2.285 3.082 7.847  0.18
H -1.128 4.305 6.106  0.21
H -0.179 2.875 5.629  0.18
C -2.161 -2.982 -5.552  -0.63
C -1.304 -1.743 -5.604  0.07
C -0.185 -1.765 -6.620  -0.09
O 0.786 -0.895 -6.020  -0.49
C 0.598 -0.933 -4.678  0.97
O 1.338 -0.469 -3.876  -0.57
O -0.561 -1.575 -4.382  -0.50
H -2.818 -2.955 -4.683  0.24
H -2.774 -3.058 -6.450  0.22
H -1.544 -3.877 -5.469  0.22
H -1.927 -0.853 -5.735  0.18
H -0.476 -1.389 -7.597  0.21
H 0.260 -2.757 -6.727  0.19